(1)
{
  "formula": "C3H8NO2",
  "method": "ωB97M-V with the def2-TZVPD basis set",
  "total_charge": 1,
  "lumo_energy_ev": -4.89,
  "spin_multiplicity": 1,
  "e_homo_ha": -0.583,
  "smiles": "CC(=[NH2+])C(O)O",
  "species": ["C", "C", "C", "N", "O", "O", "H", "H", "H", "H", "H", "H", "H", "H"],
  "coordinates": [[-1.076, 0.487, 0.228], [1.286, 0.321, -0.818], [0.158, -0.396, -0.165], [0.247, -1.555, 0.407], [-1.491, -0.282, 1.399], [-0.827, 1.805, 0.636], [-1.727, 0.343, -0.598], [0.972, 0.992, -1.653], [1.707, 0.987, -0.048], [1.940, -0.406, -1.138], [0.944, -2.287, 0.308], [-0.511, -1.839, 1.009], [-2.280, 0.136, 1.638], [-0.830, 1.918, 1.618]],
  "forces_ev_per_angstrom": [[1.53, -2.01, 3.50], [-1.91, 0.95, -0.16], [1.02, 1.65, 1.58], [-0.24, 0.13, -0.94], [0.89, 0.49, -1.79], [0.03, -0.59, -0.82], [-1.19, 0.77, -0.73], [0.05, -0.64, 0.64], [-0.04, -0.30, -0.11], [2.06, -1.18, -0.87], [0.51, 0.60, -0.51], [-0.45, 0.16, 0.16], [-2.38, 0.61, 1.09], [0.14, -0.64, -1.05]],
  "lowdin_charge": [-0.29, 0.04, -0.13, 0.28, 0.00, 0.05, 0.16, 0.13, 0.13, 0.07, 0.17, 0.14, 0.09, 0.15]
}

(2)
{
  "formula": "C2H4OS3",
  "method": "ωB97M-V with the def2-TZVPD basis set",
  "total_charge": 0,
  "lumo_energy_ev": -0.48,
  "spin_multiplicity": 1,
  "e_homo_ha": -0.336,
  "species": ["C", "C", "O", "S", "S", "S", "H", "H", "H", "H"],
  "coordinates": [[-0.389, 0.502, 0.409], [1.544, 0.139, 0.260], [-0.471, -1.318, -1.571], [-3.028, 0.131, -1.241], [-1.199, -0.915, 1.342], [-1.310, -0.522, -0.711], [-0.525, 1.511, 0.780], [1.617, -0.931, 0.299], [1.886, 0.817, 1.000], [1.876, 0.586, -0.568]],
  "forces_ev_per_angstrom": [[4.03, -2.16, -0.18], [-5.35, 0.17, 2.28], [-0.18, -0.03, 0.07], [0.38, -0.20, -0.15], [0.26, 0.39, -0.70], [-0.06, 1.17, 1.09], [-0.60, -0.03, -0.47], [0.24, -0.11, 0.39], [0.40, -0.34, 1.53], [0.87, 1.14, -3.86]],
  "lowdin_charge": [-0.61, 0.03, -0.43, 0.26, 0.59, 0.04, 0.06, 0.04, 0.03, -0.01]
}

(3)
{
  "formula": "C11H23N5O6Rh",
  "method": "ωB97M-V with the def2-TZVPD basis set",
  "total_charge": 1,
  "lumo_energy_ev": [-4.20, -5.83],
  "spin_multiplicity": 5,
  "e_homo_ha": [-0.391, -0.455],
  "species": ["O", "H", "Rh", "N", "N", "N", "N", "O", "O", "O", "O", "C", "C", "C", "C", "C", "H", "H", "H", "C", "H", "H", "H", "C", "C", "H", "H", "H", "H", "H", "H", "H", "H", "C", "H", "H", "H", "O", "H", "H", "C", "C", "N", "H", "H", "H"],
  "coordinates": [[-0.482, -0.905, -3.777], [0.091, -0.527, -4.559], [0.347, 0.217, -0.412], [1.725, -1.004, -0.901], [-0.584, -1.567, -0.011], [1.106, 1.890, -0.014], [-1.182, 1.152, 0.627], [2.865, -0.516, -1.169], [2.393, 2.131, -0.273], [-2.167, 0.527, 1.241], [-1.612, -1.783, 0.732], [0.115, -2.644, -0.402], [1.387, -2.317, -0.947], [0.335, 2.853, 0.507], [-0.962, 2.428, 0.941], [2.369, -3.246, -1.557], [2.265, -3.289, -2.652], [2.210, -4.254, -1.184], [3.393, -2.934, -1.329], [-0.434, -4.001, -0.150], [-1.398, -4.129, -0.645], [-0.586, -4.162, 0.926], [0.250, -4.775, -0.525], [0.949, 4.175, 0.671], [-1.858, 3.250, 1.796], [1.638, 4.426, -0.142], [1.490, 4.258, 1.620], [0.160, 4.935, 0.695], [-2.684, 2.647, 2.169], [-2.264, 4.101, 1.244], [-1.295, 3.648, 2.652], [2.761, 1.279, -0.681], [-1.981, -0.544, 0.998], [-2.444, -0.489, -2.758], [-2.438, -1.585, -3.063], [-2.036, 0.427, -3.323], [-3.196, -0.190, -1.845], [0.634, 0.790, -2.210], [-0.042, -0.319, -3.121], [0.049, 1.570, -2.363], [-0.001, -0.223, 4.320], [0.516, -0.302, 2.978], [0.989, -0.388, 1.916], [-1.015, 0.195, 4.295], [0.649, 0.423, 4.927], [-0.028, -1.228, 4.759]],
  "forces_ev_per_angstrom": [[4.03, 0.92, -3.19], [-1.68, -1.57, 1.52], [-4.70, -2.98, 2.89], [2.09, 0.96, -0.13], [0.01, -1.11, 0.62], [0.05, 2.99, 1.94], [0.49, 2.72, 0.50], [-0.90, -1.55, -0.03], [0.85, -0.01, -0.47], [-0.10, -0.79, -0.53], [0.65, 0.36, -1.10], [0.56, 0.29, -0.30], [0.35, -0.32, -0.54], [2.95, -1.39, -1.51], [-0.77, -2.08, -0.37], [0.12, -0.49, 0.09], [-0.10, 0.22, 0.27], [0.09, -0.06, 0.00], [-0.23, 0.00, -0.04], [0.54, -0.55, -0.08], [-0.01, 0.12, 0.04], [0.01, 0.13, -0.27], [-0.28, 0.29, 0.14], [-0.52, 1.29, 0.26], [0.11, 0.04, 0.31], [-0.12, -0.26, 0.18], [0.05, -0.12, -0.10], [0.18, -0.05, 0.03], [0.06, 0.05, -0.08], [0.05, -0.06, -0.02], [-0.15, -0.04, -0.18], [-0.55, 0.84, 0.34], [-0.71, 0.79, 0.42], [-2.76, 1.42, 2.17], [-0.03, 2.10, 0.21], [-1.21, -2.09, 0.84], [1.87, -0.88, -2.19], [-0.89, 1.90, -2.20], [-0.41, -0.49, 0.12], [0.76, -0.52, -0.12], [-0.27, 0.09, 0.58], [1.27, -0.28, -2.16], [-0.73, 0.23, 2.33], [0.20, -0.12, 0.06], [-0.21, -0.21, -0.16], [-0.02, 0.28, -0.08]],
  "lowdin_charge": [-0.22, 0.12, 1.28, -0.23, -0.15, -0.22, -0.12, 0.01, 0.03, -0.04, -0.01, -0.22, -0.19, -0.22, -0.23, 0.02, 0.12, 0.08, 0.10, 0.02, 0.11, 0.11, 0.09, 0.01, 0.01, 0.10, 0.11, 0.10, 0.09, 0.10, 0.10, 0.11, 0.03, -0.01, 0.03, 0.03, 0.04, -0.32, -0.07, 0.07, -0.03, -0.20, 0.16, 0.10, 0.10, 0.10]
}

(4)
{
  "formula": "C15H21Br3N4O6",
  "method": "ωB97M-V with the def2-TZVPD basis set",
  "total_charge": 0,
  "lumo_energy_ev": -0.55,
  "spin_multiplicity": 1,
  "e_homo_ha": -0.301,
  "smiles": "Oc1ccc(O)cc1.Oc1ccc(O)cc1.BrC(Br)Br.NC(N)=O.NC(N)=O",
  "species": ["C", "Br", "Br", "Br", "H", "C", "C", "C", "C", "C", "C", "O", "O", "H", "H", "H", "H", "H", "H", "C", "C", "C", "C", "C", "C", "O", "O", "H", "H", "H", "H", "H", "H", "C", "O", "N", "N", "H", "H", "H", "H", "C", "O", "N", "N", "H", "H", "H", "H"],
  "coordinates": [[3.714, -3.337, 1.097], [3.713, -1.548, 1.980], [2.449, -4.648, 1.905], [5.561, -4.167, 0.983], [3.445, -3.127, 0.061], [-4.973, 2.844, -2.157], [-4.327, 1.658, -1.991], [-4.620, 0.547, -2.833], [-5.451, 0.697, -3.825], [-6.174, 1.896, -4.058], [-5.872, 3.000, -3.146], [-6.560, 4.245, -3.258], [-3.917, -0.626, -2.751], [-4.694, 3.628, -1.469], [-3.381, 1.597, -1.474], [-5.483, -0.078, -4.576], [-6.835, 1.936, -4.911], [-7.224, 4.251, -3.950], [-2.962, -0.711, -2.794], [0.730, 9.410, 3.091], [-0.417, 8.692, 3.455], [-0.452, 7.315, 3.418], [0.773, 6.626, 3.172], [1.893, 7.282, 2.899], [1.900, 8.660, 2.826], [3.142, 9.290, 2.558], [-1.561, 6.559, 3.710], [0.825, 10.486, 3.116], [-1.286, 9.243, 3.784], [0.831, 5.551, 3.258], [2.817, 6.746, 2.745], [2.963, 10.152, 2.173], [-2.411, 6.957, 3.510], [3.560, -11.451, 6.379], [4.655, -11.588, 6.951], [2.456, -12.033, 6.744], [3.463, -10.757, 5.284], [1.555, -11.850, 6.327], [2.493, -12.546, 7.614], [4.200, -10.273, 4.791], [2.593, -10.809, 4.773], [2.216, -3.832, -6.370], [1.962, -4.076, -5.258], [1.732, -2.839, -7.075], [3.078, -4.486, -7.152], [2.063, -2.762, -8.027], [1.147, -2.158, -6.614], [3.042, -4.324, -8.148], [3.626, -5.242, -6.767]],
  "forces_ev_per_angstrom": [[0.64, -0.22, 0.37], [0.05, -1.41, -0.41], [0.88, 1.14, -0.57], [-1.44, 0.78, 0.24], [-0.14, -0.30, 0.37], [1.09, 0.46, 1.52], [0.82, -2.13, -1.25], [4.02, 1.25, 3.23], [-3.42, 1.22, -3.77], [1.76, 0.87, 2.39], [-3.95, -0.27, -3.64], [1.22, -1.11, 0.61], [-0.68, -1.49, 0.27], [-0.21, 0.43, -0.27], [-0.28, -0.01, 0.84], [-0.33, -0.24, 0.04], [-0.09, 0.39, 0.10], [0.12, -0.44, -0.13], [-0.05, 1.07, 0.05], [1.62, -1.64, 0.06], [-0.23, 0.60, -0.31], [0.98, -0.48, -0.05], [-3.15, -1.08, 0.81], [2.15, 1.12, -0.49], [0.19, 2.13, -0.09], [-1.24, -0.79, 0.15], [0.35, -0.49, 0.16], [-0.38, 0.09, 0.04], [-0.24, 0.02, -0.12], [-0.40, -0.13, -0.07], [0.10, 0.02, -0.06], [-0.01, 0.12, 0.03], [0.27, 0.50, -0.09], [4.86, -0.27, 1.33], [-1.09, -0.01, 0.14], [-3.07, -1.96, 1.85], [-1.27, 2.38, -3.97], [0.32, -0.03, 0.21], [-0.14, 0.11, -0.25], [0.16, -0.42, 0.72], [0.24, 0.19, -0.03], [1.09, -0.03, -2.31], [-0.90, -1.03, 4.70], [-1.97, 2.97, -1.41], [2.10, -2.20, -0.99], [-0.56, 0.82, 0.44], [0.09, -0.11, -0.50], [0.43, -0.50, 0.40], [-0.29, 0.10, -0.31]],
  "lowdin_charge": [-1.47, 0.51, 0.51, 0.48, -0.03, -0.06, 0.00, -0.36, -0.06, 0.03, -0.26, 0.01, 0.03, 0.12, 0.12, 0.12, 0.10, 0.09, 0.11, -0.01, -0.04, -0.30, -0.02, -0.05, -0.28, 0.01, 0.04, 0.11, 0.11, 0.12, 0.13, 0.09, 0.10, -0.77, 0.00, 0.16, 0.16, 0.11, 0.12, 0.12, 0.10, -0.81, 0.09, 0.15, 0.14, 0.10, 0.12, 0.10, 0.11]
}